--- a ---
{
  "formula": "C11H18N4O3",
  "method": "ωB97M-V/def2-TZVPD",
  "symbols": ["O", "O", "O", "N", "N", "N", "N", "C", "C", "C", "C", "C", "C", "C", "C", "C", "C", "C", "H", "H", "H", "H", "H", "H", "H", "H", "H", "H", "H", "H", "H", "H", "H", "H", "H", "H"],
  "coordinates": [[0.8917, -1.6025, -1.3844], [5.4146, 2.1042, -0.5428], [3.1742, 2.1768, -0.1787], [2.9560, -0.4752, 0.3277], [-1.4177, -0.3740, 0.0984], [4.3244, 1.5322, -0.2672], [5.1837, -0.7986, -0.1342], [-2.4280, -1.0465, -0.7360], [1.5712, 0.0061, 0.4513], [-2.9387, 1.3030, 1.2058], [3.2757, -1.9014, 0.8165], [-3.6244, 0.0755, -0.9474], [-3.9795, 0.7783, 0.2450], [-1.8570, 0.1941, 1.1503], [4.6620, -1.9179, 0.4320], [0.8354, 0.0063, -0.9408], [4.1614, 0.1395, 0.0260], [-0.4767, 0.5224, -0.9111], [-4.5230, -0.3262, 0.8833], [-1.0750, 0.7135, 1.9325], [1.6638, 0.9656, 0.8922], [2.6456, -2.6007, 0.9638], [-0.4251, 1.5114, -0.4713], [-3.2919, 0.9177, -1.5277], [-4.7652, 1.4561, 0.1389], [-4.3638, -0.1899, -1.6052], [1.5354, 0.3212, -1.5860], [-2.8511, -1.6191, -0.2674], [1.0247, -0.4640, 1.2620], [-2.5140, 2.2918, 0.3111], [0.1333, -1.7271, -0.7759], [-3.2951, 1.6394, 2.2493], [5.4216, -2.4672, 0.4673], [-2.0524, -1.3048, -1.6688], [-0.7896, 0.6868, -1.7909], [-2.2066, -0.5267, 1.8823]],
  "homo_ev": -8.93
}

---

--- b ---
{
  "formula": "C11H18N4O3",
  "method": "ωB97M-V/def2-TZVPD",
  "symbols": ["O", "O", "O", "N", "N", "N", "N", "C", "C", "C", "C", "C", "C", "C", "C", "C", "C", "C", "H", "H", "H", "H", "H", "H", "H", "H", "H", "H", "H", "H", "H", "H", "H", "H", "H", "H"],
  "coordinates": [[-0.6043, 1.6861, -0.5782], [-0.1677, -2.1827, 1.4322], [1.1478, 3.0818, -0.6380], [0.1055, -2.4834, -1.4124], [0.3611, 0.0166, 1.2500], [-4.0839, 1.2582, 0.3174], [-2.7934, -0.3552, 1.1496], [-3.4170, 0.7217, -0.7295], [0.6303, 2.0918, -0.2193], [-0.4027, -1.2923, -0.7041], [2.5543, -0.1663, -1.0373], [1.2902, 1.1403, 0.7703], [2.6716, 0.6610, 0.2382], [-1.8724, -1.2826, -0.9671], [3.4633, -0.1585, 1.3637], [-2.7076, -0.2714, -0.2396], [0.0315, -1.2065, 0.7044], [-3.6408, 0.5841, 1.4587], [-2.1134, -1.2054, -2.0165], [1.8786, -1.0192, -0.9600], [0.2453, -0.0256, 2.2461], [4.5333, -0.0767, 1.1170], [3.4734, 0.3906, 2.3289], [-4.9367, 1.8691, 0.3477], [-3.4104, 1.2560, -1.6524], [3.5245, -0.5728, -1.3247], [0.0501, -3.2840, -0.7654], [-4.0806, 0.8882, 2.3850], [-0.0176, -0.3677, -1.2123], [-0.9301, 2.3701, -1.2348], [1.6151, 1.6800, 1.6996], [3.1509, -1.1910, 1.4651], [3.3220, 1.5562, -0.0391], [0.9956, -2.2764, -1.8508], [2.2847, 0.4796, -1.9368], [-2.1503, -2.3135, -0.7554]],
  "homo_ev": -8.66,
  "smiles": "CC(C)[C@H](NC(=O)[C@@H](N)Cc1c[nH]cn1)C(=O)O"
}

---

Most stable: b. Least stable: a.

---

--- a ---
{
  "formula": "C3H3N3O2",
  "method": "ωB97M-V/def2-TZVPD",
  "symbols": ["O", "O", "N", "N", "N", "C", "C", "C", "H", "H", "H"],
  "coordinates": [[-3.1855, -0.4099, -0.5338], [2.0157, -1.2742, -0.0712], [0.8052, -1.3984, 0.3024], [2.4006, -0.1282, -0.4587], [-1.0615, 0.0670, 0.0558], [-2.3854, -0.2426, 0.3595], [0.1720, -0.1415, 0.0752], [1.3097, 0.8272, -0.3179], [-2.5037, -0.0419, 1.3596], [1.4940, 1.6085, 0.4614], [0.9391, 1.1340, -1.2322]],
  "homo_ev": [-10.01, -9.96]
}

---

--- b ---
{
  "formula": "C3H3N3O2",
  "method": "ωB97M-V/def2-TZVPD",
  "symbols": ["O", "O", "N", "N", "N", "C", "C", "C", "H", "H", "H"],
  "coordinates": [[-2.3580, -0.0468, -0.0325], [-0.7405, 1.7990, 0.2141], [1.4768, 1.0639, -0.0428], [0.1503, 0.8107, 0.0431], [1.0927, -1.1386, 0.2527], [1.9925, -0.1626, -0.0798], [-0.0548, -0.5361, 0.1760], [-1.4689, -0.8952, 0.0101], [-1.6592, -1.9592, -0.1474], [-1.4834, 1.4207, -0.2213], [3.0525, -0.3559, -0.1721]],
  "homo_ev": -10.10,
  "smiles": "O=Cc1ncnn1O"
}

---

--- c ---
{
  "formula": "C3H3N3O2",
  "method": "ωB97M-V/def2-TZVPD",
  "symbols": ["O", "O", "N", "N", "N", "C", "C", "C", "H", "H", "H"],
  "coordinates": [[-0.8168, -0.7939, 1.1869], [0.6970, -2.1975, 0.2042], [0.2371, 2.4574, -0.2303], [-1.9537, -0.1652, 0.3654], [-1.5148, 0.8866, -0.1139], [0.6796, 0.0530, -0.3258], [-0.0791, 1.2133, -0.1596], [0.2242, -0.9274, 0.3510], [-0.2233, -2.6278, 0.3880], [1.3066, 2.2772, -0.5732], [1.4432, -0.1758, -1.0927]],
  "homo_ev": -9.84,
  "smiles": "[H]/N=c1\\cc(O)onn1"
}

---

Most stable: b. Least stable: a.

---

--- a ---
{
  "formula": "C4H2O3",
  "method": "ωB97M-V/def2-TZVPD",
  "symbols": ["O", "O", "O", "C", "C", "C", "C", "H", "H"],
  "coordinates": [[-1.8908, -1.4200, -1.6584], [-2.5474, -1.1030, 0.5350], [0.2799, 3.0533, -0.3937], [-2.2165, -1.2281, -0.5725], [1.4405, -0.3663, 0.5930], [0.7070, 1.9295, -0.2743], [1.2326, 0.8325, 0.1162], [2.1256, -0.4498, 1.5219], [0.8691, -1.2481, 0.1328]],
  "homo_ev": -9.10,
  "smiles": "C=C=C=O.O=C=O"
}

---

--- b ---
{
  "formula": "C4H2O3",
  "method": "ωB97M-V/def2-TZVPD",
  "symbols": ["O", "O", "O", "C", "C", "C", "C", "H", "H"],
  "coordinates": [[-1.4737, 2.0525, -0.8647], [-3.2656, 0.0360, 0.8665], [-1.4669, -2.0505, -0.9195], [-1.2785, -1.0158, -0.3021], [-0.1296, 0.0568, -0.1397], [-2.2662, -0.0282, 0.1935], [-1.3206, 0.9414, -0.3950], [0.6991, -0.0964, -0.7714], [0.0765, -0.0599, 1.0291]],
  "homo_ev": -9.82
}

---

Most stable: a. Least stable: b.

---

--- a ---
{
  "formula": "C4H11N2",
  "method": "ωB97M-V/def2-TZVPD",
  "symbols": ["N", "N", "C", "C", "C", "C", "H", "H", "H", "H", "H", "H", "H", "H", "H", "H", "H"],
  "coordinates": [[-0.5184, -0.0467, 0.3881], [-1.0654, 1.9857, -0.4823], [1.9226, -2.0655, -0.7606], [-1.7134, 1.5408, 1.8017], [1.2153, -1.0775, -1.5104], [-1.0645, 1.1040, 0.5174], [-2.5228, 2.2385, 1.6025], [-0.9665, 2.0358, 2.4209], [1.6182, -0.0918, -1.6757], [2.9222, -1.7657, -0.4521], [1.9383, -3.0143, -1.3166], [-0.6502, 1.7539, -1.3680], [-2.1052, 0.6886, 2.3516], [0.2818, -1.3300, -1.9873], [1.3419, -2.3558, 0.1282], [-1.5211, 2.8760, -0.3881], [-0.5264, -0.6654, 1.1843]],
  "total_charge": 1,
  "homo_ev": [-13.48, -13.48]
}

---

--- b ---
{
  "formula": "C4H11N2",
  "method": "ωB97M-V/def2-TZVPD",
  "symbols": ["N", "N", "C", "C", "C", "C", "H", "H", "H", "H", "H", "H", "H", "H", "H", "H", "H"],
  "coordinates": [[0.1118, 0.2337, -0.2487], [-2.0383, -0.7217, 0.2139], [2.2818, -0.8461, 0.0990], [1.4619, 0.3705, -0.0493], [-0.8483, -0.7922, -0.6621], [-0.4554, 1.6159, -0.1176], [-2.5366, -1.5508, -0.0895], [-0.4546, -1.8472, -0.5839], [-2.2210, -0.9184, 1.1852], [-1.3113, 1.6225, -0.9062], [2.4724, -1.1708, -0.9781], [-2.6254, 0.1272, 0.0042], [0.4062, 2.2734, -0.2584], [1.9402, -1.6465, 0.7935], [3.2018, -0.6007, 0.5442], [-0.8247, 1.8808, 0.8524], [1.8336, 1.3734, -0.3722]],
  "total_charge": 1,
  "homo_ev": [-12.24, -12.24]
}

---

Most stable: a. Least stable: b.

---

--- a ---
{
  "formula": "C4H11N2",
  "method": "ωB97M-V/def2-TZVPD",
  "symbols": ["N", "N", "C", "C", "C", "C", "H", "H", "H", "H", "H", "H", "H", "H", "H", "H", "H"],
  "coordinates": [[1.2655, 0.6116, -0.4438], [-1.3398, 0.1594, -0.4507], [1.6507, -0.7623, -0.6811], [-1.9907, -0.5143, 0.5674], [1.7613, -0.1811, 0.6875], [-0.6845, 1.2449, -0.1680], [0.8844, -0.4339, 1.2269], [-1.7944, -0.0364, -1.3421], [-1.8633, -1.5492, 0.3527], [0.8102, -1.5254, -0.8294], [2.4820, -0.8878, -1.3611], [-3.0749, -0.5192, 0.4580], [2.7597, -0.1280, 1.2646], [-0.5365, 1.3297, 0.9579], [-1.7968, -0.2099, 1.5344], [-0.4110, 2.0515, -0.8678], [1.8780, 1.3503, -0.9054]],
  "total_charge": 1,
  "homo_ev": -14.08
}

---

--- b ---
{
  "formula": "C4H11N2",
  "method": "ωB97M-V/def2-TZVPD",
  "symbols": ["N", "N", "C", "C", "C", "C", "H", "H", "H", "H", "H", "H", "H", "H", "H", "H", "H"],
  "coordinates": [[0.3343, 0.0078, -0.5636], [-1.5605, -0.5171, 0.1610], [1.6164, -0.6471, -0.8056], [-0.3363, 1.5199, 1.5102], [-0.9203, -0.5659, -1.1416], [-0.3243, -0.1388, 0.7750], [-0.7531, -1.5583, -1.5757], [0.4282, 1.0020, -0.7901], [1.5544, -1.7049, -0.5607], [0.6809, 1.7299, 1.8089], [0.1727, -0.8155, 1.4673], [-0.9978, 1.4599, 2.3642], [-2.0537, -1.3300, 0.5029], [-1.3972, 0.0839, -1.8823], [2.3802, -0.1809, -0.1819], [-0.7266, 2.1934, 0.7616], [1.9029, -0.5384, -1.8494]],
  "total_charge": 1,
  "homo_ev": -13.88,
  "smiles": "C[C@H]1NC[N@@H+]1C"
}

---

Most stable: b. Least stable: a.

---

--- a ---
{
  "formula": "C4H11N2",
  "method": "ωB97M-V/def2-TZVPD",
  "symbols": ["N", "N", "C", "C", "C", "C", "H", "H", "H", "H", "H", "H", "H", "H", "H", "H", "H"],
  "coordinates": [[-0.4401, 1.9936, 0.3907], [-1.2645, -1.2467, -0.2662], [0.2044, 1.0547, 1.2996], [0.5133, 0.1628, 0.1616], [0.0896, 1.2571, -0.7528], [1.4717, -0.9277, 0.0085], [1.3329, -1.4572, -0.9320], [0.9409, 1.7128, -1.2737], [-0.6657, 1.0448, -1.5130], [-2.0715, -0.7392, 0.0795], [2.4827, -0.5079, -0.0149], [-0.2345, 2.9803, 0.4726], [1.1586, 1.4037, 1.7252], [-1.1445, -2.1011, 0.2640], [1.4339, -1.6214, 0.8459], [-1.3656, -1.4464, -1.2518], [-0.4087, 0.7138, 2.1344]],
  "total_charge": 1,
  "homo_ev": -13.71
}

---

--- b ---
{
  "formula": "C4H11N2",
  "method": "ωB97M-V/def2-TZVPD",
  "symbols": ["N", "N", "C", "C", "C", "C", "H", "H", "H", "H", "H", "H", "H", "H", "H", "H", "H"],
  "coordinates": [[0.5098, 0.5907, -1.4777], [-1.2340, 0.4815, 0.2392], [-2.3816, -0.0485, 0.2081], [0.9327, -0.6898, 0.6113], [-0.2742, -0.0321, 1.2301], [1.5821, 0.2616, -0.4538], [-3.0429, 0.0757, -0.6503], [0.4891, -1.5959, 0.1704], [1.6329, -1.1321, 1.3167], [1.9440, 1.1048, 0.1294], [-0.5918, 0.8007, -0.8652], [0.8345, 1.3843, -2.0309], [2.3457, -0.2370, -1.0534], [0.6031, -0.2151, -2.0871], [-2.7365, -0.7385, 0.9725], [-0.7250, -0.7838, 1.8772], [0.1121, 0.7734, 1.8634]],
  "total_charge": 1,
  "homo_ev": -14.99
}

---

--- c ---
{
  "formula": "C4H11N2",
  "method": "ωB97M-V/def2-TZVPD",
  "symbols": ["N", "N", "C", "C", "C", "C", "H", "H", "H", "H", "H", "H", "H", "H", "H", "H", "H"],
  "coordinates": [[-0.2008, 0.8162, 1.0556], [0.0837, -1.8233, -2.3263], [-1.4715, 1.4811, 1.2363], [0.9263, 1.7049, 1.4564], [0.8565, -2.6103, -2.9717], [-0.1180, -0.3316, 0.5589], [-2.3022, 0.7814, 1.4199], [-1.4508, 1.9872, 2.1781], [-1.7205, 2.1157, 0.3743], [1.4390, 1.9379, 0.5357], [1.3426, -2.2335, -3.8072], [-0.4280, -2.1365, -1.4648], [1.5938, 1.1099, 2.0993], [0.8057, -0.9048, 0.2204], [0.5280, 2.6140, 1.9140], [1.1076, -3.5865, -2.8563], [-0.9913, -0.9217, 0.3775]],
  "total_charge": 1,
  "homo_ev": -13.23
}

---

Most stable: b. Least stable: c.